DFT (wB97M-V/def2-TZVPD) results for a structure of composition C20H18F6N5NiO4S2 in a non-equilibrium geometry.

Element x y z (Å)
Ni  -0.26203  -0.22857  -0.10490
S  0.18396  2.81378  0.51312
S  -1.60098  1.99806  -1.51889
F  -2.87160  4.14521  -2.20523
F  -1.21548  4.95312  1.10608
F  -3.41658  3.38141  -0.25008
F  -1.88180  3.13437  2.09008
F  -0.06414  4.11886  2.73470
F  -4.10234  2.36787  -2.03805
O  0.08146  1.46893  1.10683
O  -1.95463  0.84774  -0.66956
O  1.47694  3.40826  0.49735
O  -1.35916  1.71114  -2.89404
N  1.37393  -1.29661  0.77174
N  1.48042  0.21566  -1.38820
N  -0.49728  -1.98763  -1.13002
N  -1.23752  -0.91666  1.64398
N  -0.48323  2.91658  -0.90578
C  2.57964  1.55194  -3.03330
C  -1.60909  -3.49600  -2.59536
C  0.47792  -4.09779  -1.59537
C  0.98190  -1.72624  2.13065
C  2.52546  0.40085  -0.56593
C  1.67347  -2.43448  -0.12083
C  -2.45626  -0.49933  1.99657
C  1.53029  0.76155  -2.61179
C  2.47042  -0.31401  0.76617
C  -0.32204  -1.12159  2.59723
C  -2.80788  -0.26050  3.31205
C  -1.52855  -2.29261  -1.92464
C  0.49354  -2.86417  -0.96613
C  -0.82243  3.83477  1.68911
C  -0.58326  -0.88111  3.93094
C  3.60960  1.18488  -0.91090
C  -3.10615  3.05740  -1.49867
C  -0.58548  -4.41584  -2.42386
C  3.62539  1.79036  -2.15489
C  -1.84634  -0.43572  4.29274
H  2.04381  -3.28692  0.45205
H  2.47135  -2.14382  -0.80429
H  3.43028  -0.80760  0.95306
H  1.29134  -4.79479  -1.43831
H  4.44859  2.43405  -2.43637
H  -3.15856  -0.33779  1.18981
H  0.82912  -2.80685  2.11243
H  -2.30103  -1.53893  -2.01679
H  2.30476  0.41244  1.56199
H  0.18856  -1.03684  4.67371
H  2.56348  1.98006  -4.02575
H  -3.80636  0.07491  3.55492
H  0.68965  0.56219  -3.26125
H  -0.61478  -5.37268  -2.92886
H  4.42040  1.32806  -0.20732
H  -2.07176  -0.22436  5.33015
H  1.77696  -1.52787  2.85078
H  -2.45594  -3.70713  -3.23291

Values from the calculation:
HOMO energy (spin up / spin down) (eV): -12.636 / -12.703
LUMO level (spin up / spin down) (eV): -2.48 / -2.70
Multiplicity: 3
Total charge: +1
Kohn-Sham gap (spin up / spin down) (eV): 10.16 / 10.00
E_tot (eV): -115687.43793

natural (NBO) charges in e:
1. Ni 1.444
2. S 2.250
3. S 2.243
4. F -0.285
5. F -0.291
6. F -0.302
7. F -0.306
8. F -0.292
9. F -0.295
10. O -1.023
11. O -1.011
12. O -0.887
13. O -0.897
14. N -0.486
15. N -0.575
16. N -0.537
17. N -0.550
18. N -1.211
19. C -0.244
20. C -0.242
21. C -0.236
22. C -0.256
23. C 0.218
24. C -0.261
25. C 0.090
26. C 0.076
27. C -0.268
28. C 0.223
29. C -0.247
30. C 0.072
31. C 0.221
32. C 0.745
33. C -0.240
34. C -0.234
35. C 0.746
36. C -0.124
37. C -0.110
38. C -0.118
39. H 0.220
40. H 0.240
41. H 0.212
42. H 0.234
43. H 0.238
44. H 0.221
45. H 0.229
46. H 0.224
47. H 0.254
48. H 0.234
49. H 0.244
50. H 0.242
51. H 0.231
52. H 0.238
53. H 0.236
54. H 0.237
55. H 0.222
56. H 0.244



DFT (wB97M-V/def2-TZVPD) results for a structure of composition C46H43CaCl2I3N6O3 in a non-equilibrium geometry.

Element x y z (Å)
I  10.20474  16.72168  17.46422
I  13.02304  12.62104  7.90270
I  14.93534  14.54801  14.56494
Ca  11.12428  12.07573  11.47241
Cl  6.82410  9.77684  9.92225
Cl  4.19130  14.47390  9.31993
O  9.09834  11.59581  10.39232
O  12.52902  13.13235  13.00684
O  10.40908  14.16438  10.24060
N  13.61590  11.69384  10.67118
N  9.94649  10.17095  13.06144
N  16.15170  8.57592  14.06812
N  9.87916  13.39716  13.17072
N  15.72175  7.29741  14.11043
N  11.44510  9.30441  10.95120
C  5.69072  12.23211  9.49115
C  11.96240  10.58027  15.06045
C  8.04406  12.23200  10.02334
C  9.86486  8.98389  12.63018
C  6.84221  14.33222  9.42622
C  16.34128  11.22761  10.30709
C  9.24649  14.45963  9.89230
C  10.33353  9.61297  8.12381
C  12.17694  8.89679  9.80780
C  15.65604  9.15276  15.16027
C  14.85066  8.22341  15.84908
C  8.80734  11.69026  16.78189
C  15.53288  11.70127  9.28585
C  8.67348  15.23480  14.87997
C  15.75741  11.07346  11.56412
C  14.36413  5.72828  15.59219
C  10.51422  10.81068  15.32711
C  7.15689  10.50780  13.59182
C  12.06732  13.99101  13.86669
C  14.39167  11.31633  11.70865
C  8.59426  13.53227  13.22520
C  12.34124  15.53367  15.72010
C  10.07804  15.05297  14.93223
C  13.71856  7.86606  7.70791
C  15.82686  10.60115  15.32997
C  7.78723  11.35535  15.84562
C  10.96381  15.67814  15.84891
C  10.08652  11.31874  16.58316
C  9.44574  7.81520  13.46301
C  7.91848  14.47883  14.04898
C  8.03193  13.63849  9.75613
C  9.97002  7.37909  10.59853
C  5.69574  13.60824  9.35634
C  11.70752  9.04970  8.49630
C  14.13902  7.72979  9.02488
C  13.90923  8.02267  11.49092
C  6.83199  11.52594  9.79814
C  10.42908  8.60550  11.30737
C  14.17393  11.87443  9.48037
C  13.37033  8.22337  10.08163
C  9.55720  10.55627  14.38714
C  12.90179  14.73384  14.72425
C  15.01131  7.03843  15.21956
C  8.19439  10.77330  14.66429
C  10.63130  14.21290  13.97411
C  12.53603  8.56952  7.51320
H  15.05526  7.17580  9.25872
H  8.53300  12.23804  17.69610
H  11.98517  9.59975  14.56160
H  9.04591  15.49588  9.58002
H  12.35132  11.32568  14.35657
H  15.04718  4.83884  15.55229
H  13.65397  5.54798  14.81546
H  9.26716  8.08342  14.50455
H  8.22134  15.88703  15.55614
H  12.80034  15.94732  16.50240
H  8.00767  12.92874  12.53687
H  15.01068  10.92275  16.01781
H  10.84582  11.50988  17.32378
H  10.77124  6.62006  10.62654
H  6.80118  11.72533  15.96417
H  8.52412  7.41231  13.02865
H  15.68349  11.15556  14.40078
H  4.74745  11.68896  9.28646
H  6.88587  14.72692  13.87725
H  9.79774  8.84673  7.62104
H  6.33260  11.21458  13.64325
H  9.12355  6.93733  11.09953
H  13.19996  7.58102  12.19034
H  7.69050  10.56165  12.66520
H  10.18341  7.01700  13.42266
H  6.82961  15.36125  9.33475
H  17.34658  10.92841  10.07490
H  10.32757  10.45177  7.42861
H  14.23071  8.98247  11.83643
H  15.93820  11.87128  8.31740
H  13.78433  5.83758  16.46775
H  16.40314  10.82569  12.44255
H  9.71896  7.52888  9.59563
H  12.10370  8.77165  6.49283
H  16.24842  6.58474  13.64489
H  12.53315  10.48466  15.97151
H  14.27608  7.44554  6.88881
H  14.77632  7.38013  11.41874
H  13.86314  11.20737  12.68427
H  14.24131  8.37546  16.69220
H  9.72728  9.93396  8.96714
H  16.76285  10.92415  15.77704
H  6.73192  9.50854  13.64170

Values from the calculation:
HOMO energy (eV): -6.968
LUMO level (eV): -0.14
Multiplicity: 1
Total charge: 0
Kohn-Sham gap (eV): 6.82
E_tot (eV): -131272.78692

Here are the Löwdin charges for atoms 1 to 99, given in e:
1. I 0.913
2. I 0.962
3. I 0.941
4. Ca 1.359
5. Cl 0.694
6. Cl 0.657
7. O -0.243
8. O -0.305
9. O -0.102
10. N -0.036
11. N 0.127
12. N 0.082
13. N 0.055
14. N 0.010
15. N 0.140
16. C -0.124
17. C -0.013
18. C -0.423
19. C -0.273
20. C -0.069
21. C -0.039
22. C -0.172
23. C -0.045
24. C -0.219
25. C -0.347
26. C -0.012
27. C -0.078
28. C -0.139
29. C -0.043
30. C -0.052
31. C -0.012
32. C -0.207
33. C -0.037
34. C -0.432
35. C -0.153
36. C -0.133
37. C -0.221
38. C -0.222
39. C -0.067
40. C -0.050
41. C -0.031
42. C -0.681
43. C -0.044
44. C 0.005
45. C -0.018
46. C -0.118
47. C 0.016
48. C -0.687
49. C -0.232
50. C -0.049
51. C -0.031
52. C -0.554
53. C -0.251
54. C -0.769
55. C -0.198
56. C -0.226
57. C -0.673
58. C -0.322
59. C -0.223
60. C -0.141
61. C -0.077
62. H 0.112
63. H 0.112
64. H 0.084
65. H 0.124
66. H 0.063
67. H 0.098
68. H 0.059
69. H 0.094
70. H 0.044
71. H 0.024
72. H 0.102
73. H 0.082
74. H 0.111
75. H 0.118
76. H 0.101
77. H 0.091
78. H 0.027
79. H 0.120
80. H 0.109
81. H 0.069
82. H 0.087
83. H 0.073
84. H 0.076
85. H 0.027
86. H 0.094
87. H 0.089
88. H 0.110
89. H 0.071
90. H 0.033
91. H 0.080
92. H 0.064
93. H 0.104
94. H 0.061
95. H 0.133
96. H 0.152
97. H 0.072
98. H 0.099
99. H 0.065



Which formula does entry 1 have?
C20H18F6N5NiO4S2



What is the E_tot in the first record?
-115687.43793 eV